This record from the Open Molecules 2025 dataset describes the molecule C26H35N5OS. The level of theory is ωB97M-V with the def2-TZVPD basis set.

```
68
Properties=species:S:1:pos:R:3:forces:R:3
C -7.3748 -0.4701 -0.9878 0.17 0.00 0.31
H -8.2711 -1.0774 -1.0842 -0.12 -0.05 -0.07
H -6.6182 -0.8645 -1.6622 0.04 -0.04 -0.12
H -7.6116 0.5463 -1.2931 -0.04 0.09 -0.08
C -6.8813 -0.5001 0.4641 -0.14 0.00 -0.16
N -5.6435 0.2048 0.7253 -0.05 0.12 0.00
C -4.4566 -0.4779 0.2414 0.07 -0.14 0.41
C -3.7722 -1.2292 1.3892 0.25 0.02 -0.45
C -2.4644 -1.8865 0.9476 -0.38 -0.39 0.29
N -1.4644 -0.9117 0.5760 0.24 0.61 0.17
C -1.2280 -0.5305 -0.7014 0.06 0.00 -0.05
N -0.5303 0.6126 -0.9196 -0.20 -0.09 0.25
C -0.0151 0.9141 -2.2477 -0.02 0.02 -0.38
C 1.4231 0.4917 -2.3848 0.20 0.01 -0.23
C 2.4605 1.4180 -2.4138 -0.47 -0.11 -0.16
N 3.7399 1.0861 -2.4322 0.50 0.30 -0.02
C 4.0529 -0.1983 -2.4435 0.10 -0.25 -0.05
C 3.1051 -1.2096 -2.4550 -0.10 0.08 -0.02
C 1.7677 -0.8560 -2.4215 0.12 0.05 -0.12
H 0.9943 -1.6099 -2.4194 -0.10 -0.06 0.03
H 3.4059 -2.2453 -2.4822 0.05 -0.10 0.01
H 5.1121 -0.4210 -2.4439 0.08 -0.12 0.00
H 2.2558 2.4815 -2.4104 -0.15 0.11 0.05
H -0.6360 0.3742 -2.9681 0.12 0.25 0.13
H -0.1124 1.9896 -2.4178 0.00 -0.04 0.04
C -0.0135 1.4706 0.1285 0.05 0.15 0.21
C 1.4070 1.1343 0.5069 -0.01 -0.26 0.25
C 1.8470 -0.1234 0.7272 -0.18 0.53 0.04
C 3.2325 -0.4156 0.9009 0.50 0.23 0.08
C 3.7078 -1.7226 1.0623 0.20 0.19 0.00
C 5.0579 -1.9760 1.1401 -0.14 -0.07 -0.02
C 5.9504 -0.9008 1.0499 -0.27 0.10 -0.04
C 5.5278 0.4020 0.8965 0.02 0.01 0.01
C 4.1460 0.6505 0.8299 -0.13 -0.81 0.15
N 3.6564 1.9195 0.6830 0.27 0.37 0.03
C 2.3404 2.2592 0.5029 0.17 -0.14 0.22
O 2.0157 3.4252 0.3466 -0.15 0.27 -0.11
H 4.3142 2.6855 0.6093 -0.19 -0.04 -0.02
C 6.5077 1.5302 0.7762 -0.10 -0.08 0.00
H 6.3655 2.2589 1.5746 0.04 0.12 0.04
H 7.5254 1.1546 0.8374 0.06 0.03 0.00
H 6.3862 2.0363 -0.1817 0.04 0.12 -0.07
H 7.0106 -1.1056 1.0976 0.15 0.02 0.00
C 5.5891 -3.3665 1.3079 0.03 0.02 0.02
H 6.2712 -3.6129 0.4955 0.05 -0.10 -0.03
H 6.1427 -3.4496 2.2425 0.04 -0.09 0.05
H 4.7813 -4.0931 1.3176 -0.02 -0.10 0.01
H 2.9939 -2.5316 1.1121 -0.09 -0.13 0.00
H 1.1576 -0.9570 0.7167 -0.12 -0.07 -0.06
H -0.0087 2.5008 -0.2464 -0.09 -0.17 0.13
H -0.6721 1.4604 1.0026 0.01 0.10 -0.13
S -1.7685 -1.4696 -1.9642 -0.33 -0.54 -0.65
H -1.2023 -0.2826 1.3201 0.05 -0.01 -0.09
H -2.0561 -2.4937 1.7616 -0.02 0.00 -0.09
H -2.6376 -2.5258 0.0796 0.10 0.02 0.20
H -4.4442 -2.0010 1.7649 -0.05 -0.03 0.10
H -3.5821 -0.5294 2.2063 -0.06 0.03 0.07
H -3.7606 0.2523 -0.1792 -0.04 -0.04 -0.08
H -4.6909 -1.1910 -0.5578 0.04 0.10 -0.05
C -5.6829 1.6260 0.4422 0.18 0.07 0.17
C -4.7076 2.3888 1.3358 -0.26 -0.04 -0.21
H -3.6781 2.1212 1.1105 0.17 -0.02 -0.01
H -4.9059 2.1569 2.3789 0.00 -0.02 0.11
H -4.8222 3.4592 1.1839 0.08 0.15 -0.01
H -5.4596 1.8515 -0.6146 -0.11 0.01 0.04
H -6.6953 1.9778 0.6542 -0.01 0.01 -0.08
H -7.6501 -0.0667 1.1121 0.00 -0.13 0.01
H -6.7337 -1.5379 0.7741 -0.09 0.00 0.06
```
Forces are in eV/Å.

Summary:
- Total energy: -1758.99956 a.u.
- Orbital gap: 7.979 eV
- LUMO: -0.01 eV
- E_HOMO: -8.0 eV
- ΔE to the lowest compared entry with this formula, charge and spin: 0.4744 eV


This record from the Open Molecules 2025 dataset describes a structure of composition C26H36AsKN5OSb. The level of theory is ωB97M-V with the def2-TZVPD basis set.

```
71
Properties=species:S:1:pos:R:3:forces:R:3
K -0.7930 -0.5015 0.2456 -0.24 0.10 -0.01
C 4.2962 1.0366 -3.7112 0.01 0.02 -0.05
C 3.6705 0.5103 -2.4482 -0.02 -0.04 -0.05
C 4.0317 1.0032 -1.1931 0.01 0.02 0.04
C 3.4394 0.5673 -0.0244 0.03 0.03 -0.04
C 2.4217 -0.4208 -0.0174 0.05 -0.08 -0.12
N 1.7103 -0.8390 1.0535 0.06 0.12 0.02
C 2.2049 -0.7215 2.3219 -0.09 0.00 0.03
C 3.5431 -0.9698 2.6947 0.03 -0.01 0.00
C 3.9506 -0.9505 4.0127 0.01 -0.01 0.00
C 3.0674 -0.6842 5.0600 -0.02 0.00 -0.01
C 3.5223 -0.7132 6.4933 0.01 0.01 0.05
C 1.7514 -0.4227 4.7156 0.01 -0.01 -0.02
C 1.3376 -0.4335 3.3915 0.01 0.01 0.01
N -0.0347 -0.0934 3.1307 0.02 -0.02 0.08
C -0.5250 1.1584 2.9996 0.02 0.01 -0.01
C -1.8966 1.0601 2.9391 0.04 -0.04 -0.01
C -2.1428 -0.3196 3.0584 -0.02 -0.01 -0.06
N -1.0155 -1.0146 3.1668 0.00 0.00 0.08
C 2.0981 -0.9253 -1.3068 -0.03 0.02 0.11
C 2.6928 -0.4736 -2.4739 -0.01 0.01 0.03
N 1.1139 -1.9600 -1.4045 0.01 -0.03 -0.08
C 1.0845 -3.1246 -0.7260 0.02 -0.03 0.02
C -0.0256 -3.8188 -1.1510 0.03 0.06 0.03
C -0.6177 -2.9729 -2.1033 -0.05 0.02 -0.02
N 0.0685 -1.8470 -2.2533 0.04 0.01 -0.03
H 5.3520 1.2696 -3.5660 0.00 -0.01 0.01
H 3.8103 1.9551 -4.0558 -0.01 0.00 0.01
H 4.2250 0.3104 -4.5218 -0.01 -0.01 0.01
H 4.8002 1.7680 -1.1335 0.00 0.00 0.01
H 3.7434 1.0039 0.9181 -0.01 -0.01 0.01
H 4.2605 -1.2054 1.9183 -0.01 0.00 -0.01
H 4.9902 -1.1605 4.2428 0.00 0.00 -0.01
H 4.5330 -0.3154 6.5950 0.00 0.00 0.00
H 3.5317 -1.7314 6.8906 0.00 0.00 -0.01
H 2.8662 -0.1215 7.1325 -0.01 0.00 -0.02
H 1.0138 -0.1995 5.4791 0.02 0.00 0.02
H 0.1392 2.0052 2.9650 0.00 0.00 -0.01
H -2.6045 1.8627 2.8301 -0.01 0.00 -0.02
H -3.0896 -0.8377 3.0749 0.00 -0.01 -0.02
H 2.3777 -0.9236 -3.4091 0.02 0.02 -0.02
H 1.8387 -3.3518 0.0066 0.00 0.01 0.01
H -0.3557 -4.7869 -0.8184 0.00 -0.01 -0.01
H -1.5141 -3.1302 -2.6824 0.00 0.01 0.00
C -1.7508 4.0571 -2.7033 0.03 0.03 -0.03
As -0.7609 2.4918 -2.1761 0.01 -0.02 0.01
C 1.0744 3.0302 -2.0017 -0.03 0.02 -0.03
C -0.8501 1.2428 -3.6339 0.01 0.06 -0.02
O -1.3780 1.8741 -0.7779 0.00 -0.20 0.07
H -1.3610 4.4785 -3.6290 0.00 0.00 0.00
H -1.6763 4.7905 -1.9022 0.01 0.00 -0.01
H -2.7958 3.7818 -2.8335 0.01 -0.02 0.00
H 1.4241 3.4727 -2.9346 0.02 -0.01 0.01
H 1.6828 2.1597 -1.7556 -0.02 -0.01 0.00
H 1.1440 3.7603 -1.1970 0.00 -0.01 0.00
H -0.3575 1.6555 -4.5142 0.00 -0.01 0.00
H -1.8979 1.0452 -3.8571 0.00 0.00 0.00
H -0.3662 0.3144 -3.3271 0.01 0.00 0.01
C -5.4267 0.6964 -0.1272 -0.04 0.01 -0.01
Sb -4.2959 -1.0101 -0.7545 0.11 -0.03 0.07
C -5.2710 -1.1828 -2.6570 -0.04 0.01 -0.02
C -5.5435 -2.4500 0.2355 -0.04 0.04 -0.03
H -6.4821 0.5331 -0.3449 0.00 0.02 0.01
H -5.0763 1.5837 -0.6524 0.01 0.00 0.00
H -5.3005 0.8597 0.9423 0.01 -0.01 0.01
H -6.3504 -1.1474 -2.5099 0.00 0.00 -0.02
H -5.0067 -2.1205 -3.1438 0.01 -0.01 0.02
H -4.9739 -0.3602 -3.3069 0.01 0.00 0.01
H -6.5908 -2.2347 0.0238 -0.01 -0.02 0.01
H -5.3798 -2.4069 1.3116 0.01 0.00 0.00
H -5.3056 -3.4551 -0.1099 0.01 0.00 0.00
```
Forces are in eV/Å.

Summary:
- Total energy: -4437.29442 a.u.
- Orbital gap: 6.353 eV
- LUMO: 0.23 eV
- E_HOMO: -6.1 eV
- ΔE to the lowest compared entry with this formula, charge and spin: 0.1727 eV


This record from the Open Molecules 2025 dataset describes a cluster of 5 separate species, C26H36BF13NO13 in total in a non-equilibrium geometry. The level of theory is ωB97M-V with the def2-TZVPD basis set.

```
90
Properties=species:S:1:pos:R:3:forces:R:3
C 2.5239 0.9860 5.5607 0.70 -0.32 -0.13
C 3.5714 0.4445 4.8430 0.19 -0.01 0.14
C 3.7496 0.4538 3.3099 1.19 1.74 0.60
C 3.1971 -0.8603 2.6042 -3.03 0.64 0.43
C 1.7650 -0.4290 2.0751 0.22 0.42 -1.38
O 0.9741 0.1848 3.1141 -1.36 -0.98 -0.08
C -0.3195 -0.2888 3.1286 -1.18 -0.58 0.83
C -0.8545 -0.7577 4.5080 0.58 0.73 0.60
O -1.0809 -0.3600 2.1793 1.52 0.42 0.27
C 2.9159 -2.0373 3.6102 -2.15 -2.44 1.52
O 3.7766 -2.4936 4.3836 1.75 1.13 -0.63
O 1.7352 -2.5472 3.6480 0.81 1.57 -1.22
N 3.9491 -1.2094 1.4033 1.37 1.82 1.15
F 3.2049 -1.8885 0.4457 -0.40 -1.03 0.07
B 5.3193 -1.7531 1.6077 1.41 -0.27 -0.04
O 6.3975 -0.8319 1.3667 -1.11 -0.73 -0.17
C 5.7479 -3.2128 2.0598 -0.46 -0.61 -0.07
C 4.6708 -4.3477 1.9058 0.67 -1.04 -0.07
H 1.9221 0.2729 6.1724 1.35 1.05 1.00
H 2.3236 2.0749 5.5863 -1.24 -0.88 -1.37
H 4.3839 -0.0414 5.4324 -1.44 -1.35 -0.79
H 4.8222 0.6515 3.0829 -0.57 -0.47 -0.16
H 3.1888 1.3422 2.9200 0.39 -0.79 0.04
H 1.8934 0.3394 1.2660 0.11 -0.61 0.57
H 1.1871 -1.2741 1.6620 0.64 0.36 0.30
H -1.1785 0.1159 5.1328 0.32 -0.44 -0.65
H -1.7567 -1.3957 4.3891 0.85 0.35 -0.18
H -0.0455 -1.2577 5.0860 -0.57 0.11 -0.62
H 6.7077 -1.0902 0.4819 0.24 0.29 0.45
H 5.9923 -3.1383 3.1533 -0.24 0.25 -0.81
H 6.7071 -3.5321 1.5745 -0.68 0.42 0.26
H 4.2718 -4.6933 2.8855 0.08 0.61 -0.69
H 3.8379 -4.1288 1.2094 0.46 0.11 0.56
H 5.1966 -5.2461 1.4790 -0.49 0.63 0.24
C -1.5313 2.8392 -0.0156 -0.20 0.18 -0.44
C -0.4365 3.2456 0.9346 -0.48 -0.59 0.38
O 0.6442 3.8886 0.2262 0.48 0.56 -0.17
C 0.4598 5.1662 -0.0881 -0.73 -0.92 0.70
O -0.5206 5.8068 0.1675 0.36 0.41 -0.28
C 1.7022 5.7201 -0.7905 1.01 0.40 -0.68
F 2.1529 4.8950 -1.7506 -0.29 -0.01 0.21
F 2.7156 5.9028 0.0750 -0.35 -0.11 0.10
F 1.4687 6.9038 -1.3742 -0.28 -0.23 0.25
H -1.1302 2.2131 -0.8148 0.00 -0.13 0.15
H -2.3079 2.2868 0.5131 0.08 -0.03 -0.01
H -1.9923 3.7050 -0.4951 -0.03 0.02 0.14
H -0.0239 2.3509 1.4015 0.33 0.15 -0.12
H -0.8079 3.8885 1.7341 0.12 0.19 -0.18
C -6.1693 -1.2763 -0.3129 0.30 0.03 0.16
C -7.0401 -0.0436 -0.1809 -0.08 -0.50 -0.52
O -6.7864 0.6337 1.0616 0.07 0.43 0.40
C -5.6974 1.4066 1.0910 -0.43 -0.61 -0.86
O -4.9441 1.5629 0.1765 0.15 0.33 0.35
C -5.5760 2.0980 2.4513 0.34 0.47 1.28
F -5.7702 1.2461 3.4712 -0.06 -0.05 -0.38
F -6.4882 3.0817 2.5833 -0.01 -0.21 -0.34
F -4.3744 2.6522 2.6296 -0.20 -0.20 -0.42
H -6.3022 -1.9324 0.5492 -0.12 -0.01 -0.07
H -6.4193 -1.8272 -1.2206 -0.04 0.05 0.03
H -5.1123 -1.0105 -0.3513 -0.06 0.03 -0.10
H -8.0901 -0.3358 -0.1657 0.02 0.17 0.28
H -6.9061 0.6374 -1.0224 0.16 0.08 0.17
C -5.7893 4.7536 -5.9356 0.13 -0.29 -0.16
C -6.6399 4.4264 -4.7257 0.23 0.66 -0.09
O -7.1592 3.0876 -4.8074 -0.19 -0.56 0.12
C -6.3114 2.1121 -4.4681 0.18 1.18 0.06
O -5.1823 2.2773 -4.1153 -0.09 -0.52 -0.01
C -7.0084 0.7522 -4.5552 -0.51 -1.34 -0.25
F -7.7050 0.6075 -5.6963 0.16 0.35 0.12
F -7.8808 0.5794 -3.5430 0.19 0.36 -0.01
F -6.1453 -0.2659 -4.5024 0.11 0.50 0.09
H -6.3523 4.5854 -6.8557 -0.07 0.12 0.06
H -5.4623 5.7935 -5.9048 -0.05 -0.03 0.04
H -4.9056 4.1160 -5.9805 0.01 0.08 0.11
H -7.5037 5.0900 -4.6929 -0.15 -0.29 0.00
H -6.0889 4.5665 -3.7945 0.04 -0.24 -0.05
C 3.8037 -5.0165 -4.5232 0.04 0.34 0.06
C 4.7263 -5.8977 -3.7062 -0.54 -0.26 -0.29
O 5.9078 -5.1812 -3.3126 0.49 0.18 0.25
C 5.7683 -4.3618 -2.2635 -0.84 -0.70 -0.39
O 4.7548 -4.1929 -1.6574 0.37 0.31 0.19
C 7.1073 -3.7032 -1.9256 1.20 0.62 0.27
F 7.7315 -3.2238 -3.0169 -0.35 -0.16 0.00
F 7.9554 -4.5725 -1.3489 -0.40 -0.12 -0.11
F 6.9642 -2.6776 -1.0792 -0.33 -0.27 -0.22
H 4.3353 -4.5964 -5.3793 -0.01 -0.14 -0.03
H 2.9467 -5.5873 -4.8828 0.05 -0.02 0.02
H 3.4351 -4.1772 -3.9325 -0.05 -0.12 0.05
H 5.0637 -6.7388 -4.3118 0.28 0.13 0.08
H 4.2206 -6.3108 -2.8320 0.09 0.22 0.09
```
Forces are in eV/Å.

Summary:
- Total energy: -3368.30967 a.u.
- Orbital gap: 6.275 eV
- LUMO: 1.80 eV
- E_HOMO: -4.5 eV
- Charge: -1


Q: Which formula does entry 1 have?
A: C26H35N5OS